{"formula": "C5H10IN2", "method": "wB97M-V/def2-TZVPD", "species": ["C", "C", "C", "C", "C", "N", "N", "I", "H", "H", "H", "H", "H", "H", "H", "H", "H", "H"], "xyz": [[-0.05674, -1.28697, -0.94685], [-0.11512, 1.15490, -0.80232], [0.40456, 1.21798, 0.52360], [-1.47677, -0.78335, 0.98138], [1.60916, 0.63464, 0.97162], [0.06423, -0.08777, -1.51499], [-0.71089, -1.62135, 0.17025], [-3.14839, 0.20923, 0.16752], [0.46133, -2.07479, -1.48594], [-1.14994, 1.43890, -0.91279], [0.42861, 1.92779, -1.24514], [-0.13039, 1.84480, 1.09415], [-1.72390, -1.24365, 1.85916], [2.41937, 1.34599, 1.29523], [1.96117, 0.04199, 0.11152], [1.59371, -0.16279, 1.75863], [0.14690, 0.08789, -2.54990], [-0.57691, -2.64346, 0.52488]], "forces_ev_per_angstrom": [[0.0, -0.5, -0.9], [-0.9, -0.6, -0.4], [-1.5, -2.0, 0.6], [0.6, 1.8, -2.5], [3.0, -2.0, 0.0], [-0.2, 0.3, -0.7], [1.0, -1.6, -0.1], [0.1, -0.5, 0.2], [-0.4, -0.2, 0.1], [-0.3, 0.4, 0.4], [1.1, 1.2, -1.8], [-1.6, 2.4, 2.3], [-0.4, -0.8, 2.3], [-0.8, -0.4, -0.4], [0.7, 0.3, 0.2], [-0.5, 0.9, -0.2], [0.4, -1.3, 1.6], [-0.1, 2.4, -1.0]], "orbital_gap_ev": [6.693, 8.051], "total_energy_ev": -16417.37962, "total_charge": 1, "molar_mass_da": 225.05, "relative_energy_kcal_mol": 90.7}

***

{"formula": "C5H10InO6S", "method": "wB97M-V/def2-TZVPD", "species": ["O", "C", "O", "O", "C", "C", "C", "C", "S", "O", "O", "O", "H", "H", "H", "H", "H", "H", "H", "H", "H", "H", "In"], "xyz": [[3.92619, -0.18587, -1.35881], [3.59620, -0.32049, -0.25271], [3.65640, -1.54420, 0.33140], [3.17290, 0.87793, 0.43347], [1.81676, 0.95947, 0.65603], [0.86353, 0.37103, -0.50604], [-0.71952, 0.69013, -0.11234], [-1.55644, -0.63332, -0.30669], [-3.34182, -0.32924, -0.05324], [-3.73312, 0.62762, -1.07475], [-3.52032, 0.18978, 1.29130], [-4.10136, -1.72392, -0.27937], [2.76460, -1.82806, 0.61767], [1.57485, 2.12901, 0.73759], [1.49616, 0.50625, 1.65622], [1.02433, 0.83614, -1.50683], [0.90232, -0.73854, -0.60637], [-1.07802, 1.53758, -0.76888], [-0.79888, 1.03781, 1.02243], [-1.38066, -1.00445, -1.35079], [-1.19921, -1.39459, 0.42737], [-3.44606, -2.46276, -0.28169], [0.08116, 2.40266, 1.28503]], "forces_ev_per_angstrom": [[0.4, 1.1, -1.1], [0.9, -2.8, -0.6], [-1.1, 1.9, 0.6], [-2.3, 0.5, 1.1], [1.6, -3.0, -1.2], [-1.9, 1.1, 0.6], [1.3, -1.0, -2.5], [0.1, -0.1, 0.7], [-1.5, 0.1, -0.5], [0.4, -0.9, 0.6], [0.6, -0.6, -0.7], [2.0, 1.8, 0.4], [0.6, -0.2, 0.4], [3.6, -0.2, -1.5], [0.3, 0.2, -0.5], [0.3, -0.3, 0.8], [0.5, 0.8, 0.4], [-0.1, -0.7, 0.6], [-2.2, -3.2, -0.6], [-0.2, 0.5, 0.6], [-0.3, 0.4, -0.5], [-0.7, -0.1, 0.0], [-2.3, 5.0, 2.9]], "orbital_gap_ev": 2.884, "total_energy_ev": -33595.14063, "total_charge": 3, "molar_mass_da": 313.01, "relative_energy_kcal_mol": 78.5}

***

{"formula": "C5H10N", "method": "wB97M-V/def2-TZVPD", "species": ["C", "C", "C", "N", "H", "H", "H", "H", "H", "H", "C", "C", "H", "H", "H", "H"], "xyz": [[0.44087, -0.72088, -1.13490], [1.33794, -1.36576, -1.90081], [-1.03840, -0.96929, 0.83231], [-0.31494, -1.45178, -0.12605], [0.12766, 0.29306, -1.31910], [1.56378, -2.43158, -1.81194], [1.87217, -0.81574, -2.68784], [-1.34600, -1.64084, 1.61846], [-1.26303, 0.06434, 0.93628], [-0.14599, -2.44267, -0.09576], [-0.61955, 2.47229, 0.60190], [0.24038, 1.94301, 1.56608], [-1.68611, 2.62874, 0.82751], [-0.31943, 2.87170, -0.37949], [-0.10709, 1.41644, 2.45804], [1.34121, 2.06283, 1.54875]], "forces_ev_per_angstrom": [[-0.1, -1.2, -0.9], [-0.6, 0.5, 0.4], [0.8, -1.1, -0.7], [0.1, 1.4, 0.6], [0.0, 0.1, 0.4], [-0.1, 0.3, 0.1], [-0.3, -0.2, 0.5], [-0.3, -0.3, -0.1], [0.0, 0.8, -0.4], [0.2, -0.5, -0.1], [1.5, -0.7, 2.1], [-1.1, 1.3, -2.1], [0.4, -0.7, -0.2], [0.3, 0.0, 0.8], [-0.3, 0.6, -0.1], [-0.8, -0.4, -0.6]], "orbital_gap_ev": 8.104, "total_energy_ev": -6827.72277, "total_charge": 1, "molar_mass_da": 84.14, "relative_energy_kcal_mol": 57.2}

***

{"formula": "C5H10N", "method": "wB97M-V/def2-TZVPD", "species": ["C", "N", "C", "C", "C", "C", "H", "H", "H", "H", "H", "H", "H", "H", "H", "H"], "xyz": [[0.14819, -1.85779, -1.01848], [0.89795, -1.03084, -0.24358], [0.58438, -0.02362, 0.71530], [1.47517, 0.75181, 1.30835], [-0.84952, 0.38235, 0.66512], [-1.09726, 0.96061, -0.74128], [0.70790, -2.46385, -1.70263], [-0.90493, -2.01616, -1.01329], [1.79553, -1.40028, -0.06713], [1.25234, 1.27631, 2.23152], [2.27628, 1.28575, 0.78390], [-1.64814, -0.41386, 0.81424], [-1.07945, 1.18491, 1.39589], [-0.33462, 1.64610, -1.05567], [-2.05313, 1.58605, -0.62554], [-1.17070, 0.13254, -1.44670]], "forces_ev_per_angstrom": [[2.6, 2.2, 2.1], [-2.5, -1.7, -1.6], [-2.4, -0.8, -0.5], [1.3, 1.6, -0.1], [-1.9, -0.4, 1.0], [-1.8, 0.7, 0.8], [0.4, -0.6, 0.2], [-0.8, 0.9, 0.2], [1.9, -0.1, -0.7], [-0.8, 0.1, -0.3], [0.9, -1.5, 0.3], [1.2, 0.6, 0.1], [0.4, -0.6, -0.3], [0.5, 0.3, -0.2], [1.2, -1.2, -0.7], [-0.4, 0.5, -0.3]], "orbital_gap_ev": 7.722, "total_energy_ev": -6827.38281, "total_charge": 1, "molar_mass_da": 84.14, "relative_energy_kcal_mol": 65.0}

***

{"formula": "C5H10N", "method": "wB97M-V/def2-TZVPD", "species": ["C", "C", "C", "C", "C", "N", "H", "H", "H", "H", "H", "H", "H", "H", "H", "H"], "xyz": [[0.51349, -0.30324, 0.87652], [1.78423, -1.01465, 0.62563], [-1.88903, 0.52759, -0.64566], [1.47184, 1.20044, -0.97559], [-1.62484, -0.50160, 0.39484], [1.26974, 0.22529, 0.00894], [2.67000, -0.90847, 1.30041], [1.82174, -1.96893, 0.09999], [-2.03942, 1.49568, -0.22717], [-2.71690, 0.01924, -1.23317], [-1.03935, 0.49477, -1.29824], [2.51061, 1.07669, -1.36052], [1.50005, 2.22646, -0.43402], [0.64826, 1.26047, -1.67593], [-1.44513, -1.52113, 0.19286], [-2.09999, -0.29824, 1.39000]], "forces_ev_per_angstrom": [[-3.0, 0.2, -1.5], [1.9, -0.3, 0.9], [0.1, -2.6, -0.3], [1.6, 3.0, 0.4], [1.4, 2.1, 2.8], [-0.2, -1.8, 1.7], [-1.1, 0.2, -0.4], [-0.3, 0.4, -0.4], [-0.6, 0.6, 0.0], [0.4, 1.2, 0.5], [0.1, 0.3, -0.7], [-1.1, 0.0, -0.3], [-0.1, -1.6, -0.8], [0.3, -0.2, -0.4], [0.0, -1.0, -0.5], [0.6, -0.5, -0.9]], "orbital_gap_ev": 9.773, "total_energy_ev": -6825.44234, "total_charge": 1, "molar_mass_da": 84.14, "relative_energy_kcal_mol": 109.8}

***

{"formula": "C5H10N", "method": "wB97M-V/def2-TZVPD", "species": ["C", "C", "C", "C", "C", "N", "H", "H", "H", "H", "H", "H", "H", "H", "H", "H"], "xyz": [[-3.24030, 0.24797, -0.07912], [-0.23672, -0.10031, 0.59506], [2.20213, 0.40057, -0.09593], [0.03176, -0.78889, -0.73844], [1.20618, -0.62526, 0.22616], [-2.51501, -0.69687, 0.27862], [-2.86846, 1.18544, 0.25441], [-4.25017, 0.32777, -0.45833], [-0.74482, -0.65568, 1.40005], [2.09132, 1.28895, 0.39891], [3.26253, 0.06919, 0.31083], [2.38565, 0.58032, -1.16977], [0.02392, -0.26427, -1.67739], [-0.49498, -1.81189, -0.82226], [-0.51557, 0.94654, 0.47220], [1.60109, -1.67562, 0.66807]], "forces_ev_per_angstrom": [[1.1, -1.0, 1.4], [-2.3, 0.3, 0.2], [4.0, -1.9, -0.4], [1.0, -2.5, 0.6], [-0.3, -4.1, -1.9], [-1.2, 0.2, -1.2], [0.6, 1.5, 0.0], [-0.4, -0.8, -0.3], [0.7, 0.4, 0.1], [-0.6, 2.5, 1.2], [-2.1, 0.4, -0.7], [-0.6, -0.1, 0.4], [0.0, 0.7, 0.1], [1.0, 1.6, 0.4], [0.6, -0.1, 0.5], [-1.4, 2.9, -0.4]], "orbital_gap_ev": [6.273, 8.815], "total_energy_ev": -6823.85056, "total_charge": 1, "molar_mass_da": 84.14, "relative_energy_kcal_mol": 146.5}

***

{"formula": "C5H10N", "method": "wB97M-V/def2-TZVPD", "species": ["C", "N", "C", "C", "C", "C", "H", "H", "H", "H", "H", "H", "H", "H", "H", "H"], "xyz": [[1.20969, -1.37437, 0.87027], [0.06695, -1.44996, 0.32981], [-0.71355, -0.36213, -0.18155], [-1.84656, -0.75053, -0.76515], [-0.38540, 1.06343, 0.15173], [0.96809, 1.59107, -0.32810], [1.70974, -2.28489, 1.18186], [1.74045, -0.44408, 0.98194], [-0.36909, -2.36872, 0.32365], [-2.49594, -0.08695, -1.31790], [-2.12842, -1.79718, -0.80648], [-0.47477, 1.17231, 1.23271], [-1.18900, 1.65774, -0.26558], [1.15886, 1.32545, -1.36467], [0.93400, 2.68795, -0.37569], [1.81493, 1.42086, 0.33314]], "forces_ev_per_angstrom": [[1.0, -0.4, 0.2], [-0.1, 0.4, 0.5], [-1.3, -0.1, 0.0], [0.3, -0.4, -0.5], [0.7, -0.3, 0.0], [-0.2, 1.3, -0.3], [-0.2, 0.0, 0.1], [-0.2, 0.2, -0.1], [-0.1, 0.0, -0.4], [0.0, 0.3, 0.4], [0.1, 0.0, -0.1], [0.0, 0.0, 0.2], [-0.1, 0.1, -0.1], [0.3, -0.4, 0.1], [-0.2, -0.2, 0.2], [0.0, -0.4, -0.1]], "orbital_gap_ev": 9.410, "total_energy_ev": -6829.22229, "total_charge": 1, "molar_mass_da": 84.14, "relative_energy_kcal_mol": 22.6}

***

{"formula": "C5H10N", "method": "wB97M-V/def2-TZVPD", "species": ["C", "C", "N", "C", "C", "C", "H", "H", "H", "H", "H", "H", "H", "H", "H", "H"], "xyz": [[2.82820, 0.25967, 0.90617], [1.33871, -0.33645, 0.64907], [0.65216, -0.70004, -0.30144], [-0.38776, -1.19412, -1.03780], [-1.76897, -0.55091, -1.03668], [-1.93584, 0.74043, -0.17658], [2.80134, 1.26532, 1.32065], [3.49825, 0.01875, -0.05249], [3.13670, -0.26779, 1.82079], [0.95172, -0.64852, 1.60638], [-0.18865, -2.14796, -1.49088], [-2.12517, -0.21791, -2.15685], [-2.48877, -1.37320, -0.73754], [-1.84706, 0.59443, 0.92531], [-2.88262, 1.34745, -0.33976], [-1.12542, 1.45116, -0.36811]], "forces_ev_per_angstrom": [[-0.9, -1.7, -2.3], [2.9, 0.8, 2.6], [-4.5, -1.8, -4.6], [2.6, 2.7, 3.6], [-1.0, 1.3, -2.0], [0.0, 0.6, 0.8], [-0.2, 0.5, -0.9], [-1.4, 1.0, 2.4], [0.1, -0.5, -0.7], [-0.4, -0.2, 0.5], [0.0, -0.3, -0.2], [1.1, -1.2, 2.5], [0.8, 0.7, -0.3], [-0.3, -0.4, -0.7], [1.0, -1.3, -0.1], [0.0, -0.1, -0.4]], "orbital_gap_ev": 10.196, "total_energy_ev": -6827.87247, "total_charge": 1, "molar_mass_da": 84.14, "relative_energy_kcal_mol": 53.7}

***

{"formula": "C5H10N", "method": "wB97M-V/def2-TZVPD", "species": ["C", "N", "C", "C", "C", "C", "H", "H", "H", "H", "H", "H", "H", "H", "H", "H"], "xyz": [[1.18432, -0.38319, -1.68897], [0.43568, -1.09648, -0.94698], [-0.41592, -0.69107, 0.13092], [-0.54907, -1.61676, 1.07612], [-0.91107, 0.71133, 0.17260], [0.13933, 1.72897, 0.67719], [1.09658, 0.69046, -1.59718], [1.89240, -0.89369, -2.32377], [0.43843, -2.10989, -1.05968], [-0.88573, -1.36377, 2.07055], [-0.57493, -2.67840, 0.84640], [-1.41493, 0.99526, -0.75350], [-1.72883, 0.74070, 0.89279], [0.03159, 1.93103, 1.74079], [0.12123, 2.71519, 0.23077], [1.14091, 1.32031, 0.53195]], "forces_ev_per_angstrom": [[-0.3, 0.0, 0.3], [-0.7, -0.7, -0.4], [0.2, 0.3, 0.3], [-1.1, -0.3, -0.1], [-0.1, 0.9, 0.9], [0.5, -0.1, 0.0], [0.3, 0.0, -0.1], [-0.1, 0.2, -0.3], [0.5, 0.0, 0.0], [-0.4, 0.2, -0.1], [1.0, 0.0, 0.1], [0.4, -0.1, -0.3], [0.0, -0.3, 0.0], [0.0, -0.3, 0.1], [-0.3, 0.0, -0.5], [0.1, 0.2, 0.1]], "orbital_gap_ev": 9.254, "total_energy_ev": -6828.86589, "total_charge": 1, "molar_mass_da": 84.14, "relative_energy_kcal_mol": 30.8}

***

{"formula": "C5H10N", "method": "wB97M-V/def2-TZVPD", "species": ["C", "C", "C", "C", "C", "N", "H", "H", "H", "H", "H", "H", "H", "H", "H", "H"], "xyz": [[-0.98203, -1.58732, -0.68738], [-0.24933, -0.53395, -0.30707], [0.08326, 1.30139, 1.18038], [-0.55777, -2.36942, -1.88219], [1.36656, 1.93388, 0.97457], [-0.83204, 1.64205, 1.99985], [-1.87809, -1.90339, -0.18181], [0.65245, -0.20558, -0.78058], [-0.18106, -3.33902, -1.55891], [0.21091, -1.86041, -2.45445], [-1.43503, -2.52930, -2.50521], [1.52016, 2.80743, 1.61254], [1.47669, 2.22739, -0.07343], [2.16477, 1.21039, 1.15870], [-0.73557, 2.44723, 2.62715], [-1.70689, 1.13246, 2.07265]], "forces_ev_per_angstrom": [[0.3, 2.1, 1.8], [0.6, 0.6, 0.0], [-1.5, -3.2, -1.8], [0.1, -0.1, -0.2], [0.4, 0.3, 0.0], [0.0, 0.4, 0.4], [-0.2, 0.0, 0.2], [0.2, 0.2, 0.0], [0.0, -0.1, 0.0], [0.1, 0.0, -0.1], [0.0, 0.0, -0.1], [0.0, 0.0, 0.0], [-0.1, 0.0, 0.0], [-0.1, -0.1, 0.1], [0.0, -0.2, -0.2], [0.2, 0.0, -0.1]], "orbital_gap_ev": 9.389, "total_energy_ev": -6826.40341, "total_charge": 1, "molar_mass_da": 84.14, "relative_energy_kcal_mol": 87.6}

***

{"formula": "C5H10N", "method": "wB97M-V/def2-TZVPD", "species": ["C", "C", "C", "C", "C", "N", "H", "H", "H", "H", "H", "H", "H", "H", "H", "H"], "xyz": [[-0.38149, 1.10482, -0.10907], [-1.57322, 0.64831, -0.18279], [1.02696, 1.42782, -0.02074], [-2.20716, -0.65666, 0.17499], [1.72328, -1.00357, -0.29575], [1.25408, 0.09348, 0.50441], [-2.28032, 1.38514, -0.57068], [1.51355, 1.61218, -0.97881], [1.28636, 2.22835, 0.67625], [-2.67399, -0.56739, 1.15692], [-1.48973, -1.47082, 0.20136], [-2.99234, -0.88856, -0.54198], [1.46858, -0.85129, -1.34152], [2.81154, -1.09008, -0.21570], [1.28474, -1.94342, 0.03844], [1.22916, -0.02831, 1.50466]], "forces_ev_per_angstrom": [[1.3, -1.2, 0.6], [-0.6, 0.2, -0.2], [0.4, 0.7, 0.0], [0.0, -0.3, 0.2], [0.5, -0.6, -0.4], [-1.6, 0.8, -0.1], [0.1, 0.3, -0.1], [0.0, -0.1, 0.1], [-0.1, -0.2, -0.1], [0.0, 0.0, 0.0], [0.1, 0.0, 0.0], [0.1, 0.0, 0.0], [-0.1, 0.0, 0.0], [-0.1, 0.0, 0.0], [0.0, 0.1, 0.0], [0.0, 0.2, 0.0]], "orbital_gap_ev": 9.812, "total_energy_ev": -6827.61293, "total_charge": 1, "molar_mass_da": 84.14, "relative_energy_kcal_mol": 59.7}

***

{"formula": "C5H10N", "method": "wB97M-V/def2-TZVPD", "species": ["C", "C", "C", "C", "C", "N", "H", "H", "H", "H", "H", "H", "H", "H", "H", "H"], "xyz": [[2.21844, 0.81770, 0.08215], [2.60110, -0.30278, 0.66853], [1.73410, -0.41082, -0.49007], [-0.23843, -0.93304, 0.03814], [-0.99188, 0.13098, -0.62427], [-2.37213, 0.52035, 0.18492], [2.16031, 1.78632, 0.34423], [3.34795, -0.88787, 1.09752], [2.03968, -0.87691, -1.39904], [-0.26336, -0.79379, 1.20999], [-0.47283, -2.03190, -0.22617], [-0.46574, 1.09726, -0.53600], [-1.46731, -0.17626, -1.64991], [-2.05464, 1.05664, 1.00229], [-2.93756, -0.21189, 0.56101], [-2.83770, 1.21602, -0.26330]], "forces_ev_per_angstrom": [[0.0, -3.5, 1.5], [-0.3, 1.0, -2.4], [-2.6, -0.9, 1.4], [2.4, -1.1, 1.3], [-2.2, -0.5, -1.2], [3.7, -0.6, 2.3], [0.0, 3.4, -0.1], [0.7, -0.6, 1.4], [-0.5, -0.2, -0.8], [0.5, -0.3, -2.3], [0.3, 2.0, 0.3], [-0.4, -0.3, -0.7], [1.5, 1.0, 1.7], [0.2, -0.5, 0.2], [-0.6, -0.9, -0.3], [-2.4, 2.0, -2.4]], "orbital_gap_ev": 9.006, "total_energy_ev": -6825.19162, "total_charge": 1, "molar_mass_da": 84.14, "relative_energy_kcal_mol": 115.5}